7
Properties=species:S:1:pos:R:3:nbo_charge:R:1 method="wB97M-V/def2-TZVPD" lumo_ha="-0.0146 / -0.0243" energy_ev=-9367.463 relative_energy_ev=2.735 total_charge=0 largest_force_ev_per_a=3.771
C 0.03560 1.09552 0.84082 0.8627
N -0.12616 -1.27734 -0.72476 -0.3773
O 0.40269 1.52544 1.88647 -0.5292
O -0.22376 -1.04035 0.55633 -0.3313
F -0.08669 1.81812 -0.21634 -0.3110
H -0.83465 -0.99244 -1.32831 0.3452
H 0.83296 -1.12895 -1.01421 0.3410